Record 1
{"formula": "C2H2N3O", "method": "ωB97M-V with the def2-TZVPD basis set", "orbital_gap_ha": 0.3163, "e_above_lowest_kcal_mol": 34.4, "total_charge": 1, "smiles": "O=C1N=NC=[NH+]1", "elements": ["C", "C", "N", "N", "N", "O", "H", "H"], "xyz": [[-0.94471, 0.56296, 0.01806], [1.19083, -0.45882, -0.00939], [0.17231, 1.49205, 0.00936], [1.23651, 0.91938, -0.01216], [-0.54561, -0.62501, -0.05100], [1.87653, -1.37666, 0.03275], [-1.93639, 0.99326, 0.07660], [-1.04946, -1.50715, -0.06423]], "atomic_forces_ev_per_a": [[-0.6, -1.4, -0.1], [-1.8, -2.2, 0.0], [-0.2, 1.2, 0.0], [2.0, 1.6, 0.0], [0.7, 0.5, 0.1], [0.2, 0.3, 0.0], [-0.1, -0.2, 0.0], [-0.2, 0.1, 0.0]]}



Record 2
{"formula": "C12H49N3O11", "method": "ωB97M-V with the def2-TZVPD basis set", "spin_multiplicity": 2, "orbital_gap_ha": [0.3090, 0.1089], "s_squared": 0.754, "total_charge": 1, "elements": ["C", "C", "C", "O", "C", "N", "H", "H", "H", "H", "H", "H", "H", "H", "H", "H", "H", "C", "C", "C", "O", "C", "N", "H", "H", "H", "H", "H", "H", "H", "H", "H", "H", "H", "C", "C", "C", "O", "C", "N", "H", "H", "H", "H", "H", "H", "H", "H", "H", "H", "H", "O", "H", "H", "O", "H", "H", "O", "H", "H", "O", "H", "H", "O", "H", "H", "O", "H", "H", "O", "H", "H", "O", "H", "H"], "xyz": [[4.04398, 0.24019, -1.33484], [3.05907, 0.13266, -2.49940], [3.66576, 0.66262, -3.85278], [2.80243, 0.53147, -4.99957], [1.62161, 1.29664, -4.80266], [2.78891, -1.33714, -2.64626], [3.60724, -0.12730, -0.40625], [4.42725, 1.25781, -1.25957], [4.86414, -0.44923, -1.53522], [2.13997, 0.68153, -2.29423], [4.66014, 0.31286, -4.13020], [4.00086, 1.66725, -3.59490], [0.93771, 0.78211, -4.12765], [1.19299, 1.42894, -5.79607], [1.97750, 2.26438, -4.44920], [2.64342, -1.65387, -1.69831], [2.04228, -1.56310, -3.28781], [-1.04092, 3.82062, 1.13701], [-2.00245, 2.90813, 1.80600], [-3.52996, 3.21934, 1.43492], [-3.82273, 2.49605, 0.26413], [-5.13286, 1.77809, 0.22903], [-1.67882, 1.60145, 1.29165], [-1.07955, 3.84139, 0.04790], [-0.07401, 3.36466, 1.34983], [-1.07609, 4.83945, 1.52282], [-1.61664, 2.93094, 2.82518], [-3.93426, 4.23125, 1.46055], [-4.11342, 2.67701, 2.17894], [-5.64712, 1.59142, -0.71373], [-5.81599, 2.37968, 0.82862], [-4.97750, 0.80435, 0.69358], [-2.21561, 1.50370, 0.44170], [-0.69278, 1.52850, 1.08546], [-1.02092, -1.59172, -1.15176], [-2.10708, -2.29022, -0.34545], [-3.55255, -1.70900, -0.56930], [-4.01679, -1.89214, -1.92784], [-5.25437, -1.41430, -2.32647], [-2.10316, -3.68423, -0.83973], [-1.24913, -1.27336, -2.16896], [-0.03423, -2.04456, -1.05452], [-0.91704, -0.55198, -0.84153], [-1.99607, -2.28136, 0.73884], [-3.47015, -0.65137, -0.31886], [-4.28153, -2.17993, 0.09019], [-5.74921, -1.93586, -3.14575], [-5.00022, -0.46268, -2.79328], [-6.01343, -1.18779, -1.57771], [-2.43142, -3.74732, -1.79281], [-2.83254, -4.11508, -0.28974], [0.48404, -1.14690, 4.34818], [1.42830, -0.99851, 4.39899], [0.23299, -1.40150, 5.23609], [2.26994, 2.83596, 0.40147], [2.68190, 2.39894, 1.14682], [1.73988, 3.53008, 0.79322], [1.26737, -0.08335, 1.41631], [1.70623, -0.51821, 0.68519], [1.51681, -0.59603, 2.18518], [1.71853, 1.94026, 3.18967], [1.11075, 2.07731, 3.91635], [1.24592, 1.36670, 2.58643], [0.36797, -3.41405, 2.14057], [0.43245, -3.79831, 3.01487], [0.00440, -2.54101, 2.28834], [2.58475, -2.30869, 0.27257], [3.10207, -2.87399, -0.30106], [1.91493, -2.88644, 0.63833], [3.17759, -1.00203, 4.28994], [3.58018, -1.77032, 4.69475], [3.46048, -1.03628, 3.37615], [4.75503, -1.96367, 1.81364], [3.96272, -1.83060, 1.29327], [5.26008, -2.61034, 1.32071]], "atomic_forces_ev_per_a": [[0.0, 0.0, -0.8], [0.7, -1.7, -1.6], [0.0, 0.0, 0.8], [0.8, 0.1, 1.4], [0.9, 0.0, -0.8], [0.6, 1.1, 0.4], [-0.1, 0.5, 0.1], [0.0, -0.1, 0.4], [0.2, 0.1, -0.1], [0.0, 0.3, 0.1], [-0.3, -1.3, 0.1], [-0.9, 1.1, -0.5], [-0.2, 0.3, 0.1], [-0.3, -0.1, 0.2], [-0.7, 0.3, 0.3], [-0.7, -0.4, -0.5], [-0.1, 0.0, 0.2], [2.2, 0.5, -1.4], [-2.3, -0.4, 0.1], [-0.5, -2.5, 1.7], [-0.5, -0.3, -2.1], [0.5, 0.6, 1.5], [0.4, 2.5, -0.9], [-0.5, 0.0, 0.0], [0.4, 0.7, 0.1], [-0.2, -0.2, 0.2], [-1.0, 0.1, 0.6], [0.9, 0.3, -0.3], [0.0, 0.3, 0.8], [1.0, 0.6, -0.5], [-0.1, -0.2, 0.1], [0.0, 0.0, 0.2], [-1.2, -1.1, -0.6], [1.0, -1.2, 0.6], [0.0, 2.0, 0.7], [-1.5, -1.0, -2.7], [0.2, 0.2, -1.0], [1.6, -1.5, 1.2], [-0.3, 2.2, -0.7], [0.0, 0.0, 1.4], [-0.4, -1.4, -0.5], [-0.3, -0.2, -0.2], [0.3, 0.3, 1.0], [0.6, 0.0, 0.0], [-0.4, 0.5, -0.1], [0.1, -0.1, 0.3], [0.4, -0.9, 0.3], [-0.5, 0.6, -0.1], [0.2, -0.4, 0.6], [0.0, 0.4, -0.2], [0.0, -0.8, 0.0], [-1.1, 0.0, -0.4], [1.1, 0.1, 0.1], [-0.2, -0.1, 0.2], [-0.3, -0.1, -0.6], [0.2, -0.1, 0.4], [0.3, 0.3, 0.1], [-0.6, 0.4, 0.1], [0.2, -0.2, -0.5], [0.0, -0.3, 0.4], [-0.1, 0.6, 0.1], [0.1, 0.0, 0.5], [0.1, -0.5, -0.4], [0.2, -0.1, -0.6], [0.1, -0.1, 0.2], [-0.1, 0.3, 0.3], [-0.2, 0.3, -0.2], [0.3, -0.2, -0.3], [-0.6, -0.5, 0.6], [-0.4, 0.3, 0.2], [0.2, -0.3, 0.1], [0.6, -0.1, -0.3], [0.4, 0.3, 0.7], [-0.3, -0.1, -0.3], [0.3, -0.1, 0.0]]}



Record 3
{"formula": "C4H12N2", "method": "ωB97M-V with the def2-TZVPD basis set", "spin_multiplicity": 2, "orbital_gap_ha": [0.3979, 0.1816], "e_above_lowest_kcal_mol": 23.2, "s_squared": 0.755, "total_charge": 1, "elements": ["C", "C", "C", "C", "N", "N", "H", "H", "H", "H", "H", "H", "H", "H", "H", "H", "H", "H"], "xyz": [[-1.40780, -0.02226, -0.81239], [-1.29027, 0.11562, 0.67030], [0.16172, -0.06202, 1.07474], [2.39812, 0.58018, 0.32640], [0.96336, 0.70691, 0.15389], [-0.99483, -1.30263, -1.36217], [-0.84490, 0.73005, -1.41198], [-2.37840, 0.15357, -1.21467], [-1.54031, 1.10907, 1.05896], [-2.00525, -0.46484, 1.25840], [0.44135, -1.10426, 1.22030], [0.25442, 0.37986, 2.08078], [2.71375, 1.19682, 1.17186], [2.69234, -0.45673, 0.47766], [2.94147, 0.95798, -0.54204], [0.66389, 1.67318, 0.26698], [-1.71145, -1.79662, -1.87200], [-0.70820, -1.93604, -0.62198]], "atomic_forces_ev_per_a": [[-0.1, -0.7, -2.0], [0.0, 0.9, 1.1], [-1.3, -0.8, 0.4], [0.4, -0.3, -1.0], [0.9, 0.3, 2.4], [0.0, -0.5, 1.2], [0.5, 0.3, 0.8], [-1.1, 0.4, 0.1], [-0.2, 0.3, -0.8], [0.4, -0.6, -0.3], [0.5, 0.0, -0.6], [0.4, 0.1, -0.1], [-0.1, 0.0, 0.2], [-0.2, 0.1, 0.1], [-0.2, 0.1, -0.1], [-0.1, 0.2, -1.0], [-0.1, 0.2, -0.2], [0.2, -0.1, -0.3]]}



Record 4
{"formula": "C4H4O2", "method": "ωB97M-V with the def2-TZVPD basis set", "orbital_gap_ha": 0.3427, "e_above_lowest_kcal_mol": 155.2, "elements": ["O", "C", "O", "C", "C", "C", "H", "H", "H", "H"], "xyz": [[1.83763, 1.34889, -0.57381], [0.74618, 1.27064, -0.12305], [0.14231, 0.02263, 0.04430], [0.81864, -1.79972, -0.70040], [-1.09203, 0.00789, 0.52044], [-2.20629, 0.03421, 0.96115], [0.08296, 2.08211, 0.20929], [1.14904, -1.27624, -1.62506], [1.72291, -1.70797, -0.05865], [-3.20134, 0.01755, 1.34579]], "atomic_forces_ev_per_a": [[-0.7, -0.1, 0.3], [0.6, 0.3, -0.3], [-0.2, -0.2, 0.0], [0.2, 0.2, 0.0], [-0.5, 0.1, 0.2], [0.5, 0.0, -0.2], [0.1, -0.1, 0.0], [-0.1, -0.1, 0.2], [-0.2, 0.0, -0.1], [0.2, 0.0, -0.1]]}



Record 5
{"formula": "C18H32GeN5O6SeW", "method": "ωB97M-V with the def2-TZVPD basis set", "orbital_gap_ha": [0.2620, 0.2619], "e_above_lowest_kcal_mol": 52.3, "total_charge": 3, "elements": ["W", "N", "C", "C", "C", "C", "N", "C", "N", "N", "C", "O", "O", "H", "H", "H", "H", "H", "H", "H", "H", "H", "H", "H", "H", "H", "H", "O", "C", "O", "C", "C", "C", "C", "C", "C", "N", "O", "O", "H", "H", "H", "H", "C", "Ge", "C", "C", "C", "Se", "C", "H", "H", "H", "H", "H", "H", "H", "H", "H", "H", "H", "H", "H", "H"], "xyz": [[-0.51511, 0.35843, -1.56744], [1.54603, 0.45494, -0.62872], [1.56934, -0.01649, 0.79234], [2.69432, 0.53791, 1.66219], [2.60281, 2.00995, 2.06539], [3.83892, 2.46793, 2.84854], [4.00562, 1.80973, 4.14627], [3.72546, 2.32293, 5.34884], [3.10513, 3.49279, 5.47389], [4.04627, 1.63677, 6.44118], [0.16491, 0.15801, 1.35678], [-0.07328, 0.39221, 2.50451], [-0.77128, 0.03210, 0.40970], [2.18311, -0.11412, -1.18210], [1.90212, 1.40727, -0.69897], [1.69419, -1.10031, 0.72882], [3.64307, 0.33945, 1.15373], [2.69186, -0.07646, 2.56476], [1.70525, 2.16594, 2.66768], [2.52884, 2.66382, 1.18931], [3.82072, 3.54822, 2.98494], [4.74593, 2.26510, 2.27746], [4.53186, 0.95029, 4.14991], [2.91477, 4.07942, 4.68208], [2.95520, 3.89756, 6.38407], [4.53903, 0.76054, 6.39269], [3.86661, 2.00326, 7.36199], [-2.60912, 0.93256, -1.68651], [-2.68741, -0.18437, -2.30824], [-1.65887, -0.32376, -3.11031], [-3.33957, -1.35635, -1.70578], [-4.23735, -1.28028, -0.63120], [-4.04901, -2.10250, 0.47360], [-2.82332, -2.75602, 0.63882], [-1.95792, -2.78597, -0.44309], [-2.31522, -2.29672, -1.67424], [-0.50538, -2.79546, -0.26176], [0.03940, -3.46148, 0.55469], [0.12532, -1.99123, -1.02651], [-5.03398, -0.54732, -0.63159], [-4.76032, -2.08227, 1.28681], [-2.51778, -3.14373, 1.60295], [-1.62876, -2.39241, -2.49876], [0.91289, -0.27950, -3.12751], [0.21273, 2.43937, -3.29085], [2.04861, 3.02742, -3.06709], [-0.39595, 2.05535, -5.08650], [-0.97668, 3.63229, -2.23124], [-0.61471, 2.75414, -0.53628], [-2.22476, 2.87406, 0.54172], [1.84185, 0.27362, -3.26628], [0.42995, -0.34308, -4.09977], [1.18166, -1.29858, -2.84006], [2.75825, 2.33672, -3.51734], [2.31425, 3.21693, -2.02576], [2.13143, 3.98078, -3.59438], [0.38425, 1.54300, -5.64592], [-0.60254, 3.01206, -5.56987], [-1.30451, 1.45905, -5.07710], [-2.02691, 3.49920, -2.48263], [-0.70260, 4.68268, -2.17409], [-2.32264, 3.91877, 0.82790], [-2.05259, 2.24725, 1.41376], [-3.07392, 2.53468, -0.03812]], "atomic_forces_ev_per_a": [[-0.5, 0.3, 0.1], [-0.1, 0.0, 0.0], [0.0, -0.2, 0.0], [0.0, 0.0, 0.0], [0.0, 0.0, 0.1], [0.0, 0.0, 0.0], [0.0, 0.0, 0.0], [-0.1, 0.0, 0.0], [0.0, 0.0, 0.0], [0.0, 0.0, 0.0], [0.1, 0.5, 0.0], [-0.1, -0.2, 0.0], [0.2, 0.0, -0.4], [0.0, 0.0, 0.0], [0.0, 0.0, 0.1], [0.1, 0.0, 0.0], [0.0, 0.0, 0.0], [0.0, 0.0, 0.0], [0.0, 0.0, 0.0], [0.0, 0.0, 0.0], [0.0, 0.0, 0.0], [0.0, 0.0, 0.0], [0.0, 0.0, 0.0], [0.0, 0.0, 0.0], [0.0, 0.0, 0.0], [0.0, 0.0, 0.0], [0.0, 0.0, 0.0], [0.3, -0.1, 0.1], [0.1, 0.0, 0.0], [0.0, 0.0, 0.1], [-0.1, 0.1, -0.1], [0.0, 0.0, 0.0], [0.0, 0.0, -0.1], [0.0, 0.0, 0.0], [0.0, 0.1, 0.3], [0.1, 0.0, -0.1], [0.0, -0.4, -0.4], [0.0, 0.2, 0.1], [0.0, -0.1, 0.2], [0.0, 0.0, 0.0], [0.0, 0.0, 0.0], [0.0, 0.0, 0.0], [-0.1, 0.0, 0.0], [0.0, 0.1, -0.2], [0.0, 0.0, 0.0], [-0.1, 0.0, 0.0], [0.0, 0.0, 0.1], [0.1, -0.1, 0.1], [0.0, 0.0, 0.0], [0.0, 0.1, 0.0], [0.0, 0.0, 0.1], [0.0, 0.0, 0.0], [0.0, 0.0, 0.0], [0.0, 0.0, 0.0], [0.0, 0.0, 0.0], [0.0, 0.0, 0.0], [0.0, 0.0, 0.0], [0.0, 0.0, 0.0], [0.0, 0.0, 0.0], [0.0, 0.0, 0.0], [0.0, 0.0, 0.0], [0.0, 0.0, 0.0], [0.0, 0.0, 0.0], [0.0, 0.0, 0.0]]}



Record 6
{"formula": "C6H9N", "method": "ωB97M-V with the def2-TZVPD basis set", "orbital_gap_ha": 0.3497, "e_above_lowest_kcal_mol": 98.4, "smiles": "CC=C=N.C=C=C", "elements": ["C", "C", "C", "C", "C", "C", "N", "H", "H", "H", "H", "H", "H", "H", "H", "H"], "xyz": [[1.58411, -0.18201, 1.73832], [-0.77379, -1.77610, -0.66447], [0.71434, 1.06684, 1.69804], [-1.01211, -0.81654, -1.50347], [0.39083, 1.64101, 0.57821], [-1.69375, -0.02597, -2.29549], [0.39230, 2.15146, -0.52463], [2.68270, -0.13667, 2.04493], [1.57093, -0.56516, 0.66879], [-0.70607, -2.72283, -1.04450], [-0.38038, -1.64065, 0.37451], [0.33215, 1.33877, 2.72585], [-1.15622, 0.46735, -3.07028], [1.26373, -0.96200, 2.51224], [-2.73228, 0.17429, -2.15574], [-0.47648, 1.98820, -1.08229]], "atomic_forces_ev_per_a": [[0.8, -1.6, -0.5], [1.5, 1.9, 2.0], [0.2, -0.8, 3.0], [-2.0, 0.1, 0.1], [0.6, -0.2, 0.2], [1.5, -0.2, 0.3], [-1.4, 0.7, -0.9], [-1.3, 1.0, -0.6], [0.2, -0.2, 1.5], [-0.2, -2.5, -0.8], [-0.5, 0.1, -1.1], [0.3, 0.4, -1.6], [0.1, 0.6, -0.6], [-0.3, 0.9, -1.4], [-0.5, -0.1, 0.0], [1.0, -0.2, 0.4]]}



no.,strongest force on any atom (eV/A),total energy (hartree)
1,2.84,-316.535187
2,3.29,-1478.059442
3,2.63,-268.763943
4,0.76,-305.032120
5,0.55,-5974.720393
6,3.16,-288.625186